Here is C3H9N3O as an isolated structure from the OMol25 dataset. Energies are from the ωB97M-V functional and the def2-TZVPD basis.

Structure (XYZ):
```
16
Properties=species:S:1:pos:R:3:forces:R:3
C 1.49798 0.20616 -0.93406 0.5 -0.1 0.6
C -1.35166 -1.09112 0.05322 -0.7 0.4 -1.8
N -1.05582 -0.53729 -1.12446 -0.2 0.0 1.0
N 0.40405 1.22578 1.45863 0.0 0.4 -0.2
C 1.52201 -0.43379 0.25609 -0.4 0.0 -1.1
O -1.53059 0.79499 -1.15789 0.0 -0.5 0.1
N 0.79216 -0.10768 1.36306 -1.7 -1.0 0.2
H -1.28088 1.09100 -2.04301 0.0 -0.1 0.1
H -0.19172 1.54072 0.69681 0.0 -0.1 0.1
H -0.05771 1.36870 2.34613 0.0 -0.1 -0.1
H 2.04094 -0.19693 -1.77530 0.0 -0.1 0.0
H 1.13505 1.21664 -1.03471 -0.2 0.1 0.0
H 1.90533 -1.44671 0.30886 0.1 0.0 0.0
H -0.32411 -0.75627 0.98333 1.8 0.7 0.8
H -1.28196 -2.17511 0.02160 0.4 0.0 0.1
H -2.22309 -0.69911 0.58170 0.3 0.3 0.3
```
Forces are in eV/Å.

Calculated values
**E_LUMO (alpha / beta)**: 0.0 / 0.0 eV
**Electronic energy**: -359.0105 hartree
**E_HOMO (alpha / beta)**: -8.111 / -8.110 eV
**Orbital gap (alpha / beta)**: 8.11 / 8.11 eV
**ΔE to the lowest compared entry with this formula, charge and spin**: 614.34 kJ/mol

Atomic partial charges in e from the Mulliken method, atoms 1 to 4: number 1, C, carries -0.58; number 2, C, carries -0.59; number 3, N, carries -0.21; number 4, N, carries -0.47

***

Here is C3H9N3O as an isolated structure from the OMol25 dataset. Energies are from the ωB97M-V functional and the def2-TZVPD basis.

Structure (XYZ):
```
16
Properties=species:S:1:pos:R:3:forces:R:3
C -1.38982 -0.23431 0.21917 -3.1 2.6 1.2
C 0.60851 1.15171 0.71245 0.5 -1.7 0.7
C 0.65163 0.93286 -0.94231 4.0 2.2 1.6
H 0.47429 -1.80907 1.25457 -0.8 -1.0 -2.7
H -0.03211 -3.05644 0.12543 -0.4 -0.3 0.2
H -2.51853 -0.06853 -0.26562 3.0 0.6 1.6
H -1.22239 1.68577 0.55499 0.5 -3.5 3.5
H 1.34771 0.32953 1.08966 -0.6 2.2 -0.2
H 0.62119 2.32930 1.24557 0.9 -3.7 -2.0
H 1.57389 1.56361 -1.29426 -2.3 0.0 0.7
H -0.31761 1.34334 -1.17435 -0.4 -0.2 -1.3
H 0.69760 -1.18233 -1.26913 1.3 3.4 -0.2
N 0.16970 -2.08226 0.22721 -0.5 3.3 2.2
N -1.03601 -1.32101 -0.18940 2.0 -5.9 -0.6
N -0.77431 0.66404 1.22599 -2.2 4.6 -5.4
O 1.14627 -0.24622 -1.51996 -1.8 -2.7 0.7
```
Forces are in eV/Å.

Calculated values
**E_LUMO**: 0.5 eV
**Electronic energy**: -358.9873 hartree
**E_HOMO**: -9.383 eV
**Orbital gap**: 9.91 eV
**ΔE to the lowest compared entry with this formula, charge and spin**: 675.00 kJ/mol

Atomic partial charges in e from the Mulliken method, atoms 1 to 4: number 1, C, carries 0.02; number 2, C, carries -0.51; number 3, C, carries -0.34; number 4, H, carries 0.27

***

Here is one molecule with the formula C3H9N3O from the OMol25 dataset. Energies are from the ωB97M-V functional and the def2-TZVPD basis.

Structure (XYZ):
```
16
Properties=species:S:1:pos:R:3:forces:R:3
N -1.80112 -1.43492 -1.08740 0.9 -1.2 0.0
C -0.75630 -1.05787 -0.12588 -0.5 3.1 -0.6
N 0.07688 -0.10907 -0.97991 -0.4 -1.6 1.3
C 0.63057 1.16980 -0.57500 -2.4 -0.3 1.7
C 0.68285 1.19612 1.05986 2.9 1.0 -3.1
N 1.55837 0.24237 1.48029 -0.4 0.3 1.1
O 0.38905 2.20617 1.64248 -0.6 -0.2 0.7
H -2.44334 -2.14128 -0.75421 -0.1 0.1 0.1
H -2.25743 -0.55373 -1.27075 -0.4 -0.2 -0.2
H -0.13503 -1.78396 0.41848 -0.6 -0.6 -0.7
H -1.33491 -0.48401 0.62866 1.1 0.1 0.2
H 0.10165 -0.55184 -1.88423 0.5 0.8 -0.3
H -0.04612 2.03088 -0.72438 0.1 -0.3 -0.5
H 1.59253 1.40758 -1.04449 0.0 -0.3 0.5
H 2.14248 0.45345 2.29159 -0.6 -0.7 -0.4
H 1.59987 -0.58968 0.92489 0.6 -0.1 0.1
```
Forces are in eV/Å.

Calculated values
**E_LUMO**: 0.9 eV
**Electronic energy**: -359.1701 hartree
**E_HOMO**: -8.428 eV
**SMILES string**: NCNCC(N)=O
**Orbital gap**: 9.32 eV
**ΔE to the lowest compared entry with this formula, charge and spin**: 195.30 kJ/mol

Atomic partial charges in e from the Mulliken method, atoms 1 to 4: number 1, N, carries -0.65; number 2, C, carries -0.40; number 3, N, carries -0.36; number 4, C, carries -0.30

***

Here is C3H9N3O as an isolated structure from the OMol25 dataset. Energies are from the ωB97M-V functional and the def2-TZVPD basis.

Structure (XYZ):
```
16
Properties=species:S:1:pos:R:3:forces:R:3
C 0.21601 0.96429 0.91702 0.0 -0.1 0.0
C -0.47727 0.13467 -1.51219 0.2 0.1 0.6
N -1.19775 0.67870 0.61292 0.2 -0.6 -0.1
C 0.88121 -0.02471 0.00784 -0.2 -0.1 -0.2
N -1.54456 -0.46624 1.11138 0.2 0.4 -0.4
O 1.93714 0.53352 -0.69463 -0.3 -0.1 0.0
N 0.89395 -1.33412 0.30606 -0.1 0.2 0.0
H 2.42870 -0.21753 -1.05673 -0.1 0.0 0.1
H -2.46375 -0.76060 0.79207 0.0 0.1 0.0
H -0.78398 -1.20971 1.04067 0.1 0.1 0.0
H 0.97674 -1.45702 1.31720 0.0 0.0 0.0
H 0.41587 1.99295 0.62940 0.0 0.0 0.0
H 0.44906 0.80873 1.97848 -0.1 0.0 -0.1
H -0.45786 1.15721 -1.87460 0.0 0.0 -0.1
H 0.20166 -0.51005 -2.06410 0.0 0.0 0.0
H -1.47517 -0.29008 -1.51080 0.0 0.0 0.0
```
Forces are in eV/Å.

Calculated values
**E_LUMO (alpha / beta)**: -0.6 / -0.7 eV
**Electronic energy**: -359.0213 hartree
**E_HOMO (alpha / beta)**: -8.184 / -8.162 eV
**Orbital gap (alpha / beta)**: 7.58 / 7.50 eV
**ΔE to the lowest compared entry with this formula, charge and spin**: 585.79 kJ/mol

Atomic partial charges in e from the Mulliken method, atoms 1 to 4: number 1, C, carries -0.68; number 2, C, carries -1.00; number 3, N, carries -0.28; number 4, C, carries 0.81

***

Here is C3H9N3O as an isolated structure from the OMol25 dataset. Energies are from the ωB97M-V functional and the def2-TZVPD basis.

Structure (XYZ):
```
16
Properties=species:S:1:pos:R:3:forces:R:3
C -0.18488 1.52460 -1.48781 0.1 -1.3 1.3
C 0.69327 0.75873 -0.81837 -2.6 0.2 -0.5
C 0.46172 -0.49364 -0.06721 -0.1 -1.7 3.7
N 1.66447 -1.12244 0.50430 -4.4 -2.9 -1.8
N -0.45093 0.04451 1.57535 -0.1 -0.7 -2.9
N -0.45443 -1.37812 -0.64167 -1.4 1.2 -1.2
O -1.76929 0.34186 0.95539 0.9 0.5 0.5
H 0.15335 2.46859 -1.85204 0.0 0.4 -0.3
H -1.23764 1.31268 -1.46589 -0.3 -0.1 -0.5
H 1.57710 1.25024 -0.72502 3.1 0.6 0.4
H 1.68395 -1.96258 1.12672 -0.8 1.5 -1.0
H 2.36284 -0.53379 0.65235 3.6 3.0 0.8
H -0.04060 0.96998 1.68343 -0.2 0.3 0.1
H -2.41597 -0.03478 1.55297 0.1 -0.2 0.3
H -0.65192 -2.23437 -0.16491 0.3 -0.3 0.6
H -1.39105 -0.91145 -0.82760 1.9 -0.6 0.4
```
Forces are in eV/Å.

Calculated values
**E_LUMO (alpha / beta)**: 1.1 / 1.1 eV
**Electronic energy**: -359.0675 hartree
**E_HOMO (alpha / beta)**: -8.139 / -8.140 eV
**Orbital gap (alpha / beta)**: 9.19 / 9.19 eV
**ΔE to the lowest compared entry with this formula, charge and spin**: 464.45 kJ/mol

Atomic partial charges in e from the Mulliken method, atoms 1 to 4: number 1, C, carries -0.78; number 2, C, carries -0.37; number 3, C, carries 0.83; number 4, N, carries -0.49

***

Here is a 2-piece molecular cluster, C3H9N3O2 overall from the OMol25 dataset. Energies are from the ωB97M-V functional and the def2-TZVPD basis.

Structure (XYZ):
```
17
Properties=species:S:1:pos:R:3:forces:R:3
C -2.23730 -0.66533 0.78500 0.1 0.1 0.7
C -1.13442 -0.49675 -0.19785 0.1 -2.2 -1.1
N -0.17812 -1.36209 -0.23378 -1.1 0.7 -0.5
N 0.61527 -1.35064 -1.38649 0.1 0.3 0.2
H -2.10215 -0.01866 1.65046 -0.2 0.2 0.1
H -3.19588 -0.44684 0.31387 0.1 0.1 0.0
H -2.27385 -1.68919 1.15201 0.1 0.0 0.0
H -1.39500 0.10718 -1.07623 0.5 0.3 0.1
H 0.12092 -1.10969 -2.24730 0.0 -0.3 0.3
H 1.14460 -2.21140 -1.45189 -0.3 0.2 -0.1
O 1.75623 1.62446 1.91437 -0.3 0.1 0.4
C 1.55927 0.76123 1.07985 1.2 1.7 -2.2
N 1.17403 1.15565 -0.21230 0.5 -0.6 1.3
O 1.33108 2.50681 -0.55266 -0.1 -0.2 0.5
H 1.97587 -0.24799 1.21066 -1.1 -0.2 -0.2
H 1.17886 0.54523 -1.03045 0.4 0.1 0.6
H 1.66060 2.89801 0.28276 -0.1 -0.1 -0.1
```
Forces are in eV/Å.

Calculated values
**E_LUMO**: 0.9 eV
**Electronic energy**: -434.3406 hartree
**E_HOMO**: -8.644 eV
**SMILES string**: C/C=N/N.O=CNO
**Orbital gap**: 9.53 eV
**ΔE to the lowest compared entry with this formula, charge and spin**: 487.21 kJ/mol

Atomic partial charges in e from the Mulliken method, atoms 1 to 4: number 1, C, carries -1.00; number 2, C, carries 0.14; number 3, N, carries -0.36; number 4, N, carries -0.46